Entry 1:
Below is a single C3H4N2O molecule, with properties calculated with ωB97M-V/def2-TZVPD.

Output
Multiplicity   1
SMILES   Oc1cnc[nH]1
ΔE to the lowest compared entry with this formula, charge and spin   30.7 kcal/mol

Last column: Mulliken charge in e.
Geometry (Å):
O -1.81 -0.87 -0.16  -0.518
C -0.68 -0.15 -0.41  0.440
C -0.42 1.19 -0.30  -0.411
N 0.89 1.35 0.11  -0.555
C 1.39 0.15 0.20  -0.156
N 0.50 -0.80 -0.18  -0.078
H -1.72 -0.95 0.80  0.339
H -1.10 2.01 -0.44  0.388
H 2.33 -0.13 0.66  0.357
H 0.62 -1.80 -0.28  0.194

Entry 2:
Below is 7 unconnected molecules or ions with the total composition C25H49NO26S6 at a distorted geometry, with properties calculated with ωB97M-V/def2-TZVPD.

Output
Multiplicity   1
SMILES   CCCCN[C@H]1C(=O)OC[C@@H]1CCC(C)C.O=S1(=O)OCCO1.O=S1(=O)OCCO1.O=S1(=O)OCCO1.O=S1(=O)OCCO1.O=S1(=O)OCCO1.O=S1(=O)OCCO1
ΔE to the lowest compared entry with this formula, charge and spin   81.6 kcal/mol

Last column: Mulliken charge in e.
Geometry (Å):
C 4.33 -2.76 1.81  -0.975
C 4.45 -1.66 0.59  0.232
C 4.16 -0.20 1.21  -0.736
C 3.70 0.91 0.08  -0.444
N 2.88 1.93 0.81  -0.305
C 1.43 1.84 0.51  -0.941
C 1.08 2.43 -0.97  0.395
O 1.86 3.19 -1.62  -0.607
O -0.20 1.85 -1.30  -0.424
C -0.08 0.42 -0.93  0.265
C 0.67 0.41 0.52  2.189
C -0.56 0.14 1.54  -0.695
C -0.76 -1.43 1.93  -0.837
C -0.95 -2.43 0.66  1.353
C -1.62 -3.81 1.26  -1.321
C 0.48 -2.93 0.01  -0.185
H 3.45 -3.50 1.62  0.205
H 4.13 -2.26 2.83  0.266
H 5.30 -3.39 1.93  0.306
H 3.73 -1.99 -0.24  -0.286
H 5.57 -1.67 0.26  0.437
H 3.30 -0.32 1.97  0.293
H 5.09 0.20 1.78  0.349
H 3.13 0.30 -0.71  0.054
H 4.64 1.35 -0.45  0.285
H 3.09 1.88 1.82  0.514
H 0.97 2.64 1.22  0.491
H -1.21 0.13 -0.89  -0.524
H 0.47 -0.12 -1.79  0.090
H 1.40 -0.44 0.78  -0.676
H -1.56 0.62 1.20  0.067
H -0.29 0.68 2.54  0.296
H 0.10 -1.77 2.63  0.209
H -1.74 -1.49 2.56  0.391
H -1.67 -2.03 -0.17  -0.304
H -2.12 -4.45 0.44  0.299
H -0.71 -4.44 1.64  0.308
H -2.30 -3.60 2.18  0.312
H 1.26 -2.96 0.87  -0.025
H 0.39 -3.94 -0.54  0.748
H 0.90 -2.18 -0.76  -0.903
O -3.96 -1.41 -1.07  -0.416
S -4.65 -0.21 -0.70  0.997
O -5.35 -0.06 0.54  -0.587
O -5.65 0.20 -1.91  -0.286
C -5.33 1.50 -2.39  -0.443
C -3.84 1.67 -2.12  -0.339
O -3.62 1.04 -0.86  -0.240
H -5.91 2.23 -1.82  0.301
H -5.56 1.59 -3.45  0.340
H -3.53 2.72 -2.08  0.403
H -3.24 1.14 -2.87  0.233
O -5.97 -7.30 -2.84  -0.556
S -5.50 -6.40 -1.82  1.046
O -5.04 -6.84 -0.54  -0.529
O -6.65 -5.27 -1.59  -0.338
C -6.09 -3.97 -1.84  -0.187
C -4.98 -4.20 -2.86  -0.154
O -4.37 -5.43 -2.48  -0.274
H -5.69 -3.59 -0.90  0.165
H -6.86 -3.30 -2.22  0.337
H -4.25 -3.39 -2.86  0.165
H -5.39 -4.32 -3.87  0.343
O 3.59 3.69 0.40  -0.328
S 4.06 4.60 1.41  1.152
O 4.53 4.16 2.69  -0.662
O 2.92 5.74 1.64  -0.337
C 3.47 7.03 1.39  -0.383
C 4.58 6.80 0.37  -0.374
O 5.19 5.57 0.75  -0.340
H 3.88 7.41 2.33  0.298
H 2.71 7.71 1.02  0.332
H 5.32 7.61 0.37  0.333
H 4.18 6.68 -0.64  0.274
O 10.47 5.50 2.89  -0.543
S 9.88 4.64 3.87  1.097
O 10.50 4.35 5.13  -0.533
O 9.49 3.24 3.15  -0.348
C 8.09 3.00 3.28  -0.193
C 7.46 4.37 3.38  -0.158
O 8.36 5.15 4.16  -0.339
H 7.93 2.42 4.20  0.322
H 7.72 2.43 2.43  0.208
H 6.47 4.35 3.84  0.305
H 7.37 4.84 2.39  0.188
O 0.57 -1.84 -2.94  -0.496
S 1.19 -3.11 -3.19  1.087
O 0.88 -4.29 -2.44  -0.603
O 2.80 -2.90 -3.17  -0.267
C 3.35 -3.31 -4.43  -0.344
C 2.24 -3.08 -5.44  -0.427
O 1.04 -3.45 -4.77  -0.306
H 3.61 -4.36 -4.36  0.301
H 4.25 -2.73 -4.66  0.329
H 2.37 -3.68 -6.35  0.323
H 2.16 -2.02 -5.72  0.279
O -11.18 -0.05 -1.10  -0.552
S -9.97 0.44 -0.52  1.060
O -8.97 1.15 -1.27  -0.483
O -9.24 -0.79 0.27  -0.244
C -9.08 -0.44 1.64  -0.209
C -10.22 0.52 1.96  -0.360
O -10.35 1.33 0.79  -0.320
H -8.11 0.04 1.76  0.187
H -9.11 -1.34 2.26  0.324
H -10.01 1.13 2.83  0.317
H -11.16 -0.02 2.11  0.284

Entry 3:
Below is 2 unconnected molecules or ions with the total composition C2H8N2O2S at a distorted geometry, with properties calculated with ωB97M-V/def2-TZVPD.

Output
Multiplicity   1
ΔE to the lowest compared entry with this formula, charge and spin   66.8 kcal/mol

Last column: Mulliken charge in e.
Geometry (Å):
C 0.35 -2.03 0.39  -0.628
C -2.46 1.11 -0.51  -0.182
N 0.99 -0.98 -0.33  -0.310
N -2.36 1.42 0.68  -0.574
O 0.75 1.42 0.43  -0.458
O 2.52 0.59 -1.17  -0.484
S 1.86 0.15 0.28  0.513
H 1.05 -2.45 1.27  0.251
H -0.70 -1.72 0.87  0.172
H 0.26 -2.72 -0.35  0.290
H -1.79 0.32 -1.01  0.167
H -3.00 1.72 -1.18  0.286
H 3.29 0.17 -1.62  0.348
H 1.02 2.18 0.97  0.310
H -1.78 0.82 1.27  0.299

Entry 4:
Below is 5 unconnected molecules or ions with the total composition C12H26Br6N2O2 at a distorted geometry, with properties calculated with ωB97M-V/def2-TZVPD.

Output
Multiplicity   1
SMILES   CN(C)C=O.CN(C)C=O.BrCCBr.BrCCBr.BrCCBr
ΔE to the lowest compared entry with this formula, charge and spin   37.3 kcal/mol

Last column: Mulliken charge in e.
Geometry (Å):
C -18.80 18.87 -20.24  -0.926
N -19.79 18.17 -21.09  0.145
C -20.35 16.91 -20.51  -0.416
C -20.30 18.79 -22.16  0.095
O -21.34 18.40 -22.69  -0.561
H -18.52 19.88 -20.55  0.332
H -17.92 18.24 -20.07  0.296
H -19.28 18.98 -19.27  0.321
H -19.60 16.16 -20.24  0.333
H -20.96 17.11 -19.63  0.343
H -20.94 16.36 -21.24  -0.254
H -19.75 19.68 -22.50  0.313
C -27.68 11.50 -25.35  -0.882
N -28.53 10.75 -24.36  0.033
C -29.56 10.05 -25.05  -0.947
C -27.97 10.56 -23.15  0.202
O -28.25 9.60 -22.44  -0.625
H -26.70 11.02 -25.31  0.407
H -27.57 12.58 -25.27  0.088
H -28.00 11.24 -26.36  0.349
H -30.37 10.78 -25.15  0.319
H -29.33 9.66 -26.04  0.301
H -29.89 9.33 -24.30  0.379
H -27.18 11.29 -22.91  0.334
Br -27.13 16.68 -21.35  -0.139
C -27.23 18.51 -22.15  -0.436
C -25.74 18.93 -22.38  -0.478
Br -25.57 20.87 -22.81  -0.166
H -27.82 19.13 -21.47  0.401
H -27.74 18.38 -23.11  0.347
H -25.34 18.43 -23.27  0.225
H -25.28 18.77 -21.41  0.279
Br -23.79 16.35 -19.95  -0.049
C -24.93 15.02 -18.92  -0.584
C -24.46 13.62 -19.05  -0.596
Br -24.69 13.01 -20.91  -0.109
H -25.94 15.18 -19.30  0.191
H -25.00 15.28 -17.87  0.420
H -25.02 12.85 -18.51  0.405
H -23.42 13.57 -18.71  0.325
Br -21.95 14.30 -25.25  -0.172
C -22.59 14.85 -23.43  -0.167
C -24.04 15.37 -23.60  -0.364
Br -25.25 14.10 -24.56  -0.093
H -22.00 15.73 -23.17  -0.018
H -22.40 14.12 -22.65  0.397
H -24.05 16.19 -24.32  0.465
H -24.49 15.66 -22.65  -0.063